Density functional theory data (ωB97M-V with the def2-TZVPD basis set) for C47H48Cl3IrN12O5S2 as an isolated structure in a non-equilibrium geometry.

HOMO-LUMO gap (alpha / beta)   0.15440 / 0.09889 Ha
HOMO level (alpha / beta)   -14.0314 / -14.0264 eV
Largest force on an atom   3.474 eV/A
2S+1   2
Energy above the lowest of the compared OMol25 structures with the same formula, charge and spin   146.2 kcal per mole
Energy   -5133.3243 Ha
Net charge   +3

```
118
Properties=species:S:1:pos:R:3:forces:R:3
Ir -0.292009 0.201674 -0.080468 -1.739 -0.893 0.749
C 0.872214 -2.621126 -5.144204 0.075 -0.393 -0.578
N 0.304479 -1.850657 -4.058143 0.225 0.762 0.920
C 0.871900 -1.259051 -3.006877 0.222 -0.036 -0.024
N -0.075483 -0.861694 -2.165133 0.166 0.449 0.898
C -1.223800 -1.251931 -2.769915 -0.099 -0.021 -0.229
N -1.019629 -1.845413 -3.908925 -0.843 -0.074 -0.176
C 0.109484 -3.927607 -5.142342 0.334 -0.242 0.451
C -0.713385 -4.303920 -6.196957 0.070 -0.145 0.093
C -1.519742 -5.430097 -6.086922 -0.192 -0.275 0.071
C -1.544274 -6.169638 -4.920105 -0.267 -0.113 -0.354
C -0.709934 -5.799266 -3.861145 0.215 -0.348 0.954
C 0.129295 -4.691353 -3.987469 0.273 0.356 -0.417
C -0.738145 -6.499769 -2.604926 0.652 1.516 -0.750
N -1.488470 -7.507266 -2.239157 -1.064 -1.216 -0.260
N -1.226788 -7.777581 -0.985994 -0.883 -1.324 0.147
C -0.316423 -6.934600 -0.567216 0.971 1.067 0.762
O 0.016916 -6.081193 -1.563053 0.391 0.230 0.038
C 0.250552 -6.798453 0.746945 -0.192 0.057 -0.784
C 0.038401 -7.771889 1.728677 -0.051 -0.184 0.193
C 0.618261 -7.606652 2.972647 -0.124 -0.149 -0.103
C 1.366073 -6.473144 3.259940 -0.074 -0.021 -0.152
C 1.557949 -5.483361 2.294606 -0.163 0.127 -0.473
C 2.360988 -4.243579 2.617773 0.281 -0.569 0.479
N 1.944735 -3.117539 1.820910 -0.942 0.691 -0.302
C 0.739345 -2.557580 1.697443 -0.340 0.078 0.207
N 0.782673 -1.632086 0.747687 -0.366 1.832 -0.388
C 2.078592 -1.648979 0.340345 0.134 -0.359 0.201
N 2.783835 -2.547178 0.964294 1.056 0.090 -0.665
C 1.015992 -5.663473 1.034195 0.341 0.221 0.270
H 1.937437 -2.759984 -4.954205 -0.055 0.057 -0.031
H 0.738507 -2.087041 -6.089146 0.067 -0.037 0.165
H 1.927607 -1.120259 -2.890810 0.268 -0.007 0.007
H -2.194171 -1.102387 -2.345688 -0.214 0.036 -0.005
H -0.726076 -3.719116 -7.104029 -0.053 0.076 -0.121
H -2.149909 -5.713428 -6.914420 -0.090 -0.044 -0.064
H -2.200489 -7.017870 -4.804558 -0.072 -0.106 -0.059
H 0.781735 -4.427951 -3.167221 0.033 0.097 0.074
H -0.562118 -8.636559 1.497856 -0.069 -0.147 0.017
H 0.482641 -8.358692 3.731871 -0.041 -0.109 0.084
H 1.799309 -6.354486 4.241366 0.046 0.004 0.148
H 3.418282 -4.405777 2.377547 -0.183 0.135 0.122
H 2.280266 -3.997259 3.680892 0.049 0.007 -0.160
H -0.115620 -2.824334 2.284937 -0.166 -0.085 0.135
H 2.478733 -0.986598 -0.399271 0.198 0.140 -0.084
H 1.173141 -4.935273 0.251875 0.047 0.095 -0.011
C -5.288182 -0.820584 2.385291 0.189 0.200 -0.024
C -4.128425 0.121107 2.710313 -0.433 0.216 0.539
C -3.718006 0.002875 4.184832 -0.143 0.198 -0.172
C -4.516997 1.557949 2.376939 0.156 -0.259 0.079
N -2.969948 -0.325989 1.916961 0.426 -1.047 -1.715
N -1.955308 0.549400 1.580609 2.219 0.384 0.237
H -6.138766 -0.582651 3.015813 -0.089 0.014 0.135
H -5.019952 -1.856805 2.569499 0.062 -0.186 0.019
H -5.600739 -0.713911 1.348932 0.009 0.023 -0.125
H -4.493169 0.397833 4.834332 -0.103 0.024 0.108
H -2.802830 0.565551 4.362195 0.075 0.073 0.107
H -3.548633 -1.037523 4.456217 0.009 -0.109 0.027
H -5.463048 1.776759 2.864424 -0.044 0.050 0.007
H -4.655913 1.709726 1.308231 -0.070 0.007 -0.178
H -3.790946 2.267645 2.763570 0.121 0.221 0.040
H -2.605216 -1.205756 2.268858 0.162 0.290 -0.016
H -1.205521 0.709346 2.335811 -0.476 0.024 -0.251
H -2.380508 1.457983 1.395069 0.122 -0.044 -0.248
C 1.256580 6.834621 0.017838 0.109 0.589 0.069
C 1.268027 5.618716 0.865030 0.046 -0.593 0.284
C 0.074573 5.093717 1.379891 0.368 0.021 -0.206
C 0.074628 3.891918 2.057909 0.068 0.067 0.206
C 1.280064 3.248672 2.270733 0.043 -0.588 0.438
C 2.484805 3.770569 1.835857 0.055 0.090 0.226
C 2.477857 4.968264 1.148726 -0.495 0.071 -0.056
S 1.231573 1.513157 2.627868 -1.020 1.323 1.051
O -0.060625 1.153886 3.235647 0.549 0.074 -0.006
O 2.392635 1.010778 3.271812 0.145 -0.049 -0.253
O 1.177536 1.116506 1.164151 -1.245 -1.884 -2.639
H 0.295360 6.974508 -0.471591 0.011 0.034 -0.053
H 2.050540 6.804072 -0.725694 -0.046 -0.002 -0.078
H 1.445623 7.711697 0.642173 -0.053 0.073 -0.078
H -0.856611 5.614218 1.219028 -0.095 0.118 -0.065
H -0.832788 3.455225 2.444744 -0.179 0.024 0.024
H 3.399019 3.231925 2.031324 0.150 -0.011 -0.031
H 3.405755 5.388982 0.794632 0.108 0.061 -0.064
Cl -4.668350 -2.745852 -7.764289 0.060 -0.188 -0.164
C -4.950534 -1.740926 -6.405859 0.106 0.626 0.618
C -3.891463 -1.053380 -5.813165 -0.275 -0.011 -0.301
C -4.127940 -0.241881 -4.718208 -0.199 -0.186 -0.247
C -5.399439 -0.098362 -4.171207 -0.439 -0.091 -0.131
C -5.657483 0.730242 -2.935864 -0.069 0.156 -0.256
C -4.881620 2.075897 -2.859220 -1.264 -0.311 0.123
N -3.481959 1.965807 -2.535345 0.807 -0.226 0.546
C -2.426841 2.402017 -3.283319 0.574 -0.004 0.115
C -1.296372 2.085098 -2.588770 0.183 0.220 -0.619
N -1.648790 1.462302 -1.425771 1.288 -0.526 1.346
C -2.969569 1.423601 -1.421350 -0.527 -0.324 0.452
O -5.458456 0.015045 -1.707805 -0.089 0.465 0.119
C -4.947056 -1.297699 -1.744052 0.117 -0.492 0.091
C -5.901320 -2.356527 -2.221537 0.840 -0.560 -0.668
C -5.545593 -3.371519 -3.090878 -1.070 0.091 0.707
Cl -4.020980 -3.597768 -3.817913 0.491 -0.287 -0.024
S -6.859523 -4.466599 -3.403539 0.626 0.647 0.143
C -7.876842 -3.551778 -2.386891 0.289 0.459 0.482
C -7.245350 -2.468358 -1.829905 -0.552 -0.907 -0.042
C -6.454559 -0.805393 -4.781264 0.576 0.253 -0.116
Cl -8.063004 -0.709014 -4.175206 -0.167 0.277 -0.274
C -6.233063 -1.610927 -5.889820 0.092 0.008 -0.119
H -2.892204 -1.156492 -6.205402 0.070 -0.026 -0.070
H -3.287652 0.277013 -4.286631 0.092 0.034 0.055
H -6.717478 1.017241 -2.939864 0.277 0.035 -0.067
H -5.363796 2.665622 -2.075058 0.090 0.034 -0.122
H -4.987950 2.609907 -3.804734 0.073 -0.035 0.106
H -2.555115 2.895200 -4.223782 -0.038 0.137 -0.217
H -0.275405 2.264485 -2.854784 0.207 0.085 -0.051
H -3.572545 0.994708 -0.647943 -0.223 -0.129 0.125
H -4.682102 -1.502379 -0.698804 0.097 0.018 -0.125
H -4.045253 -1.360885 -2.363120 -0.104 0.006 0.130
H -8.890931 -3.859665 -2.225808 -0.236 -0.065 -0.035
H -7.724554 -1.768109 -1.172637 -0.182 0.123 0.156
H -7.057905 -2.134195 -6.349575 -0.062 -0.031 -0.006
```
Positions in Å, forces in eV/Å.

Here are the Löwdin charges for atoms 1 to 99, given in e:
1. Ir 1.33
2. C -0.03
3. N -0.10
4. C -0.09
5. N -0.01
6. C -0.20
7. N 0.16
8. C -0.18
9. C 0.04
10. C -0.01
11. C 0.03
12. C -0.11
13. C 0.05
14. C -0.20
15. N 0.19
16. N 0.19
17. C -0.20
18. O 0.16
19. C -0.11
20. C 0.04
21. C 0.00
22. C 0.04
23. C -0.16
24. C -0.04
25. N -0.11
26. C -0.09
27. N -0.03
28. C -0.20
29. N 0.16
30. C 0.05
31. H 0.15
32. H 0.15
33. H 0.15
34. H 0.08
35. H 0.14
36. H 0.13
37. H 0.14
38. H 0.13
39. H 0.14
40. H 0.13
41. H 0.14
42. H 0.16
43. H 0.15
44. H 0.15
45. H 0.11
46. H 0.13
47. C -0.02
48. C -0.60
49. C -0.02
50. C -0.02
51. N -0.02
52. N 0.00
53. H 0.10
54. H 0.09
55. H 0.07
56. H 0.10
57. H 0.08
58. H 0.09
59. H 0.11
60. H 0.08
61. H 0.09
62. H 0.13
63. H 0.03
64. H 0.09
65. C -0.04
66. C -0.25
67. C -0.02
68. C -0.07
69. C -0.29
70. C -0.04
71. C 0.00
72. S 0.56
73. O -0.33
74. O -0.22
75. O -0.47
76. H 0.08
77. H 0.09
78. H 0.10
79. H 0.12
80. H 0.10
81. H 0.13
82. H 0.13
83. Cl 0.73
84. C -0.69
85. C -0.13
86. C -0.05
87. C -0.19
88. C -0.25
89. C -0.02
90. N -0.04
91. C -0.02
92. C -0.11
93. N -0.07
94. C -0.14
95. O -0.11
96. C -0.18
97. C -0.34
98. C -0.95
99. Cl 0.73

---

Density functional theory data (ωB97M-V with the def2-TZVPD basis set) for a 3-piece molecular cluster, C47H48ClFNO13P2 overall in a non-equilibrium geometry.

HOMO-LUMO gap   0.21333 Ha
HOMO level   -5.6621 eV
Largest force on an atom   2.680 eV/A
Energy   -4095.5346 Ha
Net charge   -1

```
113
Properties=species:S:1:pos:R:3:forces:R:3
C -4.152488 5.235997 0.906201 -0.074 0.433 -0.647
C -2.839327 4.482666 0.929716 -1.337 0.193 0.037
O -2.714348 3.510427 1.617982 0.637 -0.509 0.338
O -1.903839 4.979306 0.115309 0.112 0.146 0.509
C -0.613221 4.361958 0.263990 0.963 -0.468 -0.121
C -0.458757 3.102114 -0.609047 -0.285 0.128 -0.457
C 0.689143 3.221368 -1.643763 -0.030 0.678 0.547
C 2.033207 2.665700 -1.147071 -0.078 0.330 -0.097
P 2.291183 0.779524 -1.180000 -0.622 -0.066 0.015
C 0.603269 0.273721 -1.891952 0.131 -0.827 -0.752
C 0.620288 -1.253483 -2.149710 -0.670 0.380 0.503
C -0.583866 -1.627996 -3.007025 0.468 0.533 -0.281
O -0.682711 -3.049157 -3.248852 0.087 -0.109 0.357
C -0.823674 -3.764227 -2.096827 -0.483 0.692 0.197
C -2.100113 -3.488766 -1.314711 0.323 0.287 -0.557
O 0.021369 -4.525981 -1.740743 -0.032 -0.586 0.092
P 3.297550 0.865244 -3.207359 -0.508 -1.243 -0.630
O 2.566770 0.135808 -4.306355 0.069 0.302 -0.041
O 3.932351 0.942943 -0.532438 -0.652 -0.092 0.554
C 3.983712 0.251848 0.686014 1.525 0.724 1.177
C 4.643366 -1.161242 0.732974 -0.422 0.180 -0.192
C 5.321156 -1.592898 -0.570650 -0.420 -1.182 0.265
C 4.396313 -2.365377 -1.541488 0.259 0.361 -0.035
Cl 6.630658 -2.795664 -0.073254 0.114 0.300 -0.032
C 2.606765 0.470582 1.435268 -0.819 1.094 -2.305
C 2.741792 1.675383 2.378086 -0.838 -0.402 0.309
C 1.473137 2.023737 3.142859 0.147 0.116 0.556
O 1.466040 2.654390 4.147611 0.087 0.178 0.113
F 0.295937 1.599852 2.656712 0.399 -0.101 -0.309
O 2.032892 -0.685272 2.138994 0.599 0.120 1.164
C 2.691301 -0.979516 3.218402 0.210 -0.847 -1.313
N 3.413985 -1.417824 3.999717 -0.015 0.221 0.899
O 1.656045 0.721104 0.481321 0.457 0.036 0.618
H -4.086279 6.192650 1.429969 0.160 -0.115 0.034
H -4.456440 5.460339 -0.121740 0.165 0.005 0.073
H -4.941729 4.646428 1.364784 0.220 -0.106 0.120
H -0.388992 4.120874 1.305838 -0.506 0.092 0.044
H 0.112560 5.128770 -0.017983 -0.229 0.020 -0.211
H -1.405074 2.978125 -1.149072 0.057 0.004 0.085
H -0.355218 2.221171 0.024860 0.129 0.075 -0.029
H 0.832348 4.305744 -1.768569 0.026 -0.131 -0.207
H 0.387573 2.875402 -2.633429 0.128 -0.315 0.139
H 2.141025 2.987635 -0.105823 0.039 -0.051 -0.081
H 2.827657 3.199441 -1.683272 0.054 -0.333 -0.016
H 2.531042 -0.627561 -1.005512 0.258 0.107 -0.436
H -0.231577 0.443779 -1.207582 0.173 0.411 -0.027
H 0.394577 0.719178 -2.871225 0.037 0.324 0.250
H 1.528221 -1.579496 -2.656556 -0.014 0.011 0.052
H 0.545711 -1.717855 -1.155682 0.206 -0.261 -0.204
H -1.517355 -1.225918 -2.595118 0.019 -0.162 0.010
H -0.416950 -1.173885 -3.985481 -0.215 -0.173 -0.036
H -1.933948 -2.613981 -0.679418 0.029 -0.129 0.059
H -2.874709 -3.215560 -2.033784 -0.156 -0.181 0.231
H -2.363191 -4.344380 -0.699642 -0.010 0.030 -0.056
H 4.583490 0.271790 -3.022527 0.004 0.515 0.046
H 3.599375 2.212224 -3.571324 0.200 -0.112 0.206
H 4.696442 0.863260 1.263923 -0.143 -0.157 0.088
H 5.405206 -1.134860 1.513632 -0.110 0.066 -0.022
H 3.918682 -1.916249 1.053284 0.112 -0.085 -0.271
H 5.857164 -0.788277 -1.064011 -0.073 0.056 0.102
H 4.754090 -3.380352 -1.708439 0.117 0.112 -0.053
H 4.375076 -1.842722 -2.500326 -0.243 -0.196 0.023
H 3.384921 -2.444225 -1.145266 0.041 0.125 -0.065
H 2.989567 2.576595 1.812089 0.052 -0.270 -0.297
H 3.545490 1.549375 3.105950 -0.186 -0.059 0.112
C 2.389357 -9.602225 -8.676576 0.043 -0.003 0.040
C 3.609559 -10.182958 -8.344551 -0.047 0.033 0.025
C 4.221097 -9.873309 -7.141577 0.023 -0.112 -0.152
C 3.621570 -8.972788 -6.268895 -0.102 0.053 -0.059
C 2.409611 -8.373731 -6.612009 0.113 -0.063 0.013
C 1.791367 -8.699860 -7.813194 -0.021 -0.080 -0.170
C 1.772688 -7.370044 -5.711262 -0.305 0.232 0.032
O 0.714457 -6.858016 -6.014453 0.034 -0.079 -0.039
C 2.467075 -7.013079 -4.447084 0.133 -0.035 0.044
C 1.919535 -6.039320 -3.619428 -0.028 0.044 0.032
C 2.548649 -5.706368 -2.431127 0.421 -0.180 0.004
C 3.725889 -6.352571 -2.062514 -0.078 -0.010 -0.115
C 4.280374 -7.320385 -2.884877 0.045 0.072 0.169
C 3.660052 -7.648924 -4.083331 -0.110 0.004 -0.104
C 4.283117 -8.663184 -4.969994 0.309 -0.082 0.208
O 5.311531 -9.229695 -4.653801 -0.042 -0.013 -0.065
H 1.907963 -9.851613 -9.613819 0.005 0.005 0.008
H 4.081758 -10.879408 -9.025964 -0.008 0.001 0.009
H 5.167106 -10.327512 -6.879217 -0.018 0.064 0.125
H 0.845458 -8.243373 -8.071853 0.021 0.081 0.116
H 1.005109 -5.537880 -3.902845 0.000 -0.034 -0.046
H 2.126750 -4.948808 -1.794833 -0.052 0.040 -0.007
H 4.214017 -6.095095 -1.130543 0.001 0.016 -0.018
H 5.197370 -7.817615 -2.598512 -0.006 -0.053 -0.120
C -8.844270 8.443669 4.910639 -0.003 -0.024 0.058
C -9.410895 8.242517 6.165554 0.060 -0.006 -0.040
C -8.733560 7.507851 7.124178 -0.155 0.094 -0.015
C -7.490638 6.960731 6.829424 0.051 0.003 -0.125
C -6.932820 7.143812 5.562979 -0.056 -0.011 0.115
C -7.608885 7.895472 4.609660 -0.128 0.090 -0.079
C -5.623585 6.526943 5.213092 0.223 -0.031 -0.262
O -5.132260 6.687965 4.115533 -0.070 0.079 -0.060
C -4.933081 5.699850 6.236979 -0.044 -0.043 0.129
C -3.738986 5.068524 5.908234 0.128 -0.061 -0.023
C -3.077517 4.304327 6.854828 -0.017 -0.003 0.073
C -3.601921 4.174834 8.137356 -0.025 0.044 -0.075
C -4.794422 4.797263 8.468879 0.122 -0.114 0.074
C -5.469303 5.553877 7.518686 0.012 0.042 -0.113
C -6.765898 6.187667 7.876545 -0.085 -0.077 0.335
O -7.229290 6.075251 8.993798 -0.006 0.020 -0.052
H -9.371471 9.025501 4.165420 0.005 -0.007 0.005
H -10.382078 8.662045 6.394965 0.012 0.003 0.000
H -9.170562 7.355116 8.101742 0.121 -0.057 0.031
H -7.169437 8.046697 3.632919 0.095 -0.088 0.042
H -3.329907 5.170562 4.911904 -0.093 0.052 -0.018
H -2.150965 3.809009 6.594716 -0.012 0.007 -0.016
H -3.079850 3.582383 8.877582 -0.003 0.002 -0.011
H -5.204495 4.692166 9.464186 -0.102 0.065 -0.048
```
Positions in Å, forces in eV/Å.

Here are the Löwdin charges for atoms 1 to 99, given in e:
1. C 0.02
2. C -0.56
3. O 0.11
4. O 0.00
5. C -0.16
6. C -0.16
7. C -0.23
8. C -0.27
9. P 0.57
10. C -0.29
11. C -0.24
12. C -0.18
13. O -0.02
14. C -0.53
15. C 0.02
16. O 0.11
17. P 0.65
18. O -0.54
19. O -0.31
20. C -0.30
21. C -0.18
22. C -0.64
23. C -0.13
24. Cl 0.54
25. C -0.46
26. C 0.01
27. C -0.44
28. O 0.15
29. F 0.13
30. O 0.08
31. C -0.36
32. N 0.18
33. O -0.22
34. H 0.08
35. H 0.08
36. H 0.08
37. H 0.12
38. H 0.12
39. H 0.12
40. H 0.09
41. H 0.10
42. H 0.09
43. H 0.07
44. H 0.06
45. H 0.04
46. H 0.08
47. H 0.07
48. H 0.09
49. H 0.11
50. H 0.12
51. H 0.13
52. H 0.09
53. H 0.09
54. H 0.08
55. H -0.03
56. H -0.03
57. H 0.14
58. H 0.09
59. H 0.11
60. H 0.09
61. H 0.04
62. H 0.06
63. H 0.06
64. H 0.14
65. H 0.14
66. C -0.07
67. C -0.07
68. C -0.01
69. C -0.08
70. C -0.08
71. C -0.01
72. C -0.28
73. O 0.11
74. C -0.08
75. C 0.02
76. C -0.04
77. C -0.05
78. C 0.00
79. C -0.09
80. C -0.28
81. O 0.09
82. H 0.10
83. H 0.10
84. H 0.12
85. H 0.12
86. H 0.11
87. H 0.08
88. H 0.11
89. H 0.12
90. C -0.06
91. C -0.06
92. C 0.00
93. C -0.08
94. C -0.08
95. C 0.00
96. C -0.27
97. O 0.10
98. C -0.08
99. C 0.01